The following is a quantum chemistry calculation of an isolated molecule of C5H13N2 at a distorted geometry, from OMol25.

```
20
Properties=species:S:1:pos:R:3:nbo_charge:R:1
C -2.737 1.179 0.637 -0.63
C -1.251 1.005 0.339 -0.39
C -0.811 -0.482 0.182 -0.42
C 0.632 -0.672 -0.104 -0.13
C 1.176 -0.714 -1.386 -0.26
N 2.546 -1.248 -1.461 -0.91
N 1.567 -0.351 1.004 -0.71
H -3.142 2.014 0.041 0.21
H -3.279 0.372 0.160 0.21
H -2.944 1.452 1.659 0.21
H -0.654 1.395 1.182 0.16
H -0.861 1.567 -0.502 0.20
H -1.068 -0.841 1.192 0.18
H -1.363 -0.990 -0.604 0.22
H 0.929 -0.022 -2.201 0.14
H 2.512 -2.135 -1.957 0.36
H 3.162 -0.636 -1.985 0.35
H 1.451 0.544 1.485 0.36
H 2.492 -0.403 0.555 0.45
H 1.643 -1.034 1.763 0.40
```

⟨S²⟩ = 0.756
frontier orbital gap (spin up / spin down) = 5.1 / 7.5 eV
multiplicity = 2
energy above the lowest of the compared OMol25 structures with the same formula, charge and spin = 2.421 eV

***

The following is a quantum chemistry calculation of a 2-piece molecular cluster, C5H13N2 overall, from OMol25.

```
20
Properties=species:S:1:pos:R:3:nbo_charge:R:1
N -0.958 -0.849 -1.603 -0.86
C -0.952 -0.981 -2.985 0.03
N 0.223 -1.154 -3.700 -0.85
H -0.111 -0.913 -1.067 0.37
H -1.747 -1.188 -1.080 0.38
H -1.880 -0.871 -3.517 0.16
H 0.212 -1.102 -4.696 0.39
H 1.088 -1.414 -3.263 0.38
C 0.870 1.194 1.900 -0.18
C -0.021 0.336 2.377 -0.19
C -1.054 -0.335 1.515 -0.66
C 1.839 1.967 2.744 -0.64
H 0.870 1.419 0.836 0.19
H -0.035 0.139 3.444 0.19
H -0.665 -1.304 1.184 0.20
H -1.980 -0.532 2.056 0.21
H -1.312 0.258 0.641 0.23
H 1.829 1.623 3.777 0.21
H 1.631 3.037 2.709 0.22
H 2.854 1.827 2.360 0.21
```

⟨S²⟩ = 0.753
frontier orbital gap (spin up / spin down) = 5.8 / 10.2 eV
multiplicity = 2
energy above the lowest of the compared OMol25 structures with the same formula, charge and spin = 0.797 eV